(a)
Entry from the Open Molecules 2025 dataset: a 3-piece molecular cluster, C4H4N2 overall (the ωB97M-V functional and the def2-TZVPD basis).

Cartesian coordinates (Å):
C: 1.55006 1.15438 0.00571
C: 2.13325 0.12097 -0.19107
H: 1.05138 2.08137 0.18309
H: 2.63951 -0.80569 -0.35134
C: -2.12398 0.03821 0.18068
C: -1.59359 1.08825 -0.06337
H: -2.58492 -0.90218 0.38932
H: -1.14795 2.03008 -0.28938
N: 0.56393 -2.40006 -0.09640
N: -0.48767 -2.40532 0.23276

Total charge = 0
Orbital gap = 11.63 eV
SMILES = C#C.C#C.N#N

Here are the natural (NBO) charges for atoms 1 to 5, given in e: number 1, C, carries -0.24; number 2, C, carries -0.23; number 3, H, carries 0.23; number 4, H, carries 0.24; number 5, C, carries -0.23

***

(b)
Entry from the Open Molecules 2025 dataset: the molecule C4H4N2 (the ωB97M-V functional and the def2-TZVPD basis).

Cartesian coordinates (Å):
C: 1.16021 0.03834 0.07113
C: -0.36645 -0.25837 0.17305
C: -1.14081 0.83957 0.79472
N: -1.66323 1.76021 1.26243
C: -0.96624 -0.63946 -1.12538
N: -1.34012 -0.89941 -2.18928
H: 1.66208 -0.81236 -0.40988
H: 1.59452 0.12932 1.07769
H: 1.32710 0.94915 -0.49124
H: -0.26708 -1.10698 0.83674

Total charge = 0
Orbital gap = 12.58 eV
SMILES = CC(C#N)C#N

Here are the natural (NBO) charges for atoms 1 to 5, given in e: number 1, C, carries -0.57; number 2, C, carries -0.42; number 3, C, carries 0.28; number 4, N, carries -0.27; number 5, C, carries 0.28

***

(c)
Entry from the Open Molecules 2025 dataset: the molecule C4H4N2 (the ωB97M-V functional and the def2-TZVPD basis).

Cartesian coordinates (Å):
C: 0.82388 0.95325 -0.01414
C: 1.38815 -0.41135 -0.13280
N: 0.52121 -1.33927 -0.41761
N: -0.63649 -1.54144 -0.49658
C: -1.47084 0.12435 0.30544
C: -0.39510 0.91326 0.48126
H: 1.42404 1.82798 -0.24708
H: 2.39510 -0.67245 0.14645
H: -2.16499 -0.29217 1.02207
H: -1.88496 0.43785 -0.64701

Total charge = 0
Orbital gap = 8.04 eV

Here are the natural (NBO) charges for atoms 1 to 5, given in e: number 1, C, carries -0.31; number 2, C, carries -0.20; number 3, N, carries -0.02; number 4, N, carries -0.05; number 5, C, carries -0.45

***

Name the least stable of them. (c).

***

(a)
Entry from the Open Molecules 2025 dataset: the molecule C2H2OS (the ωB97M-V functional and the def2-TZVPD basis).

Cartesian coordinates (Å):
C: 0.81974 0.33868 0.06240
C: 0.04522 -0.19867 -0.87511
O: 1.90393 0.69440 -0.63652
S: 1.28704 0.05661 -2.04828
H: 0.56655 0.70710 0.94585
H: -1.02607 -0.60604 -0.91095

Total charge = 0
Orbital gap = 9.18 eV

Here are the natural (NBO) charges for atoms 1 to 5, given in e: number 1, C, carries 0.08; number 2, C, carries -0.52; number 3, O, carries -0.58; number 4, S, carries 0.59; number 5, H, carries 0.19

***

(b)
Entry from the Open Molecules 2025 dataset: a 2-piece molecular cluster, C2H2OS overall (the ωB97M-V functional and the def2-TZVPD basis).

Cartesian coordinates (Å):
C: -1.38030 -0.51749 0.99645
C: -0.48489 -1.11985 0.39803
O: 1.86666 0.43845 0.45920
S: 0.80933 -1.44762 -0.56366
H: -2.21943 -0.71601 1.66505
H: 2.58886 0.52336 -0.16182

Total charge = 0
Orbital gap (alpha / beta) = 6.72 / 6.73 eV

Here are the natural (NBO) charges for atoms 1 to 5, given in e: number 1, C, carries -0.12; number 2, C, carries -0.32; number 3, O, carries -0.72; number 4, S, carries 0.48; number 5, H, carries 0.24

***

(c)
Entry from the Open Molecules 2025 dataset: the molecule C2H2OS (the ωB97M-V functional and the def2-TZVPD basis).

Cartesian coordinates (Å):
C: 0.37825 -0.56181 -0.02808
C: 0.21175 0.77540 -0.01981
O: -0.98798 -1.02630 -0.00693
S: -1.56250 0.55374 -0.02209
H: 1.18718 -1.35419 0.01436
H: 0.77331 1.61316 0.06254

Total charge = 0
Orbital gap = 9.25 eV

Here are the natural (NBO) charges for atoms 1 to 5, given in e: number 1, C, carries 0.07; number 2, C, carries -0.46; number 3, O, carries -0.62; number 4, S, carries 0.55; number 5, H, carries 0.22

***

Name the least stable of them. (b).

***

(a)
Entry from the Open Molecules 2025 dataset: the molecule C2H6O (the ωB97M-V functional and the def2-TZVPD basis).

Cartesian coordinates (Å):
C: -0.05685 -0.41940 0.81688
C: 0.29605 0.51000 -0.34004
O: -0.65951 0.48314 -1.37360
H: -1.03211 -0.15981 1.22174
H: -0.08481 -1.45490 0.47975
H: 0.68672 -0.33124 1.60428
H: 1.29065 0.25113 -0.73344
H: 0.32125 1.54700 0.00235
H: -0.76139 -0.42592 -1.67791

Total charge = 0
Orbital gap = 11.39 eV
SMILES = CCO

Here are the natural (NBO) charges for atoms 1 to 5, given in e: number 1, C, carries -0.63; number 2, C, carries -0.06; number 3, O, carries -0.72; number 4, H, carries 0.21; number 5, H, carries 0.20

***

(b)
Entry from the Open Molecules 2025 dataset: a 2-piece molecular cluster, C2H6O overall (the ωB97M-V functional and the def2-TZVPD basis).

Cartesian coordinates (Å):
C: 2.52285 -0.95055 -2.10620
C: 3.19965 -2.07504 -2.40092
H: 2.45846 -0.09546 -2.80818
H: 1.80476 -0.95622 -1.32107
H: 4.01104 -2.28386 -2.91316
H: 3.00559 -2.96228 -1.71428
O: -4.65119 2.52495 3.53754
H: -4.72115 1.81805 4.14669
H: -3.68420 2.43378 3.35240

Total charge = 0
Orbital gap = 11.15 eV
SMILES = C=C.O

Here are the natural (NBO) charges for atoms 1 to 5, given in e: number 1, C, carries -0.38; number 2, C, carries -0.36; number 3, H, carries 0.19; number 4, H, carries 0.19; number 5, H, carries 0.18

***

Name the least stable of them. (b).

***

(a)
Entry from the Open Molecules 2025 dataset: a 2-piece molecular cluster, C2H6O overall (the ωB97M-V functional and the def2-TZVPD basis).

Cartesian coordinates (Å):
C: -2.26644 1.23941 2.89022
C: -2.45903 0.68767 1.71780
H: -2.99485 1.16076 3.70013
H: -1.44197 1.82049 3.29148
H: -3.40477 0.27930 1.37750
H: -1.72027 0.59435 0.92637
O: 3.71949 -1.64571 -3.72985
H: 4.13673 -1.62397 -2.85539
H: 3.97990 -0.79507 -4.15459

Total charge = 0
Orbital gap = 11.26 eV
SMILES = C=C.O

Here are the natural (NBO) charges for atoms 1 to 5, given in e: number 1, C, carries -0.39; number 2, C, carries -0.38; number 3, H, carries 0.19; number 4, H, carries 0.20; number 5, H, carries 0.19

***

(b)
Entry from the Open Molecules 2025 dataset: a 2-piece molecular cluster, C2H6O overall (the ωB97M-V functional and the def2-TZVPD basis).

Cartesian coordinates (Å):
C: -1.02376 0.61638 1.27436
C: -0.75382 -0.44669 0.56195
H: -0.33193 1.41618 1.56231
H: -2.05821 0.68504 1.62988
H: 0.27684 -0.63579 0.24071
H: -1.50697 -1.20915 0.33253
O: 2.06625 0.12999 -1.99247
H: 1.88519 -0.75719 -2.37769
H: 1.44641 0.20121 -1.23157

Total charge = 0
Orbital gap = 11.60 eV
SMILES = C=C.O

Here are the natural (NBO) charges for atoms 1 to 5, given in e: number 1, C, carries -0.38; number 2, C, carries -0.39; number 3, H, carries 0.20; number 4, H, carries 0.19; number 5, H, carries 0.17

***

Name the least stable of them. (a).